Entry 1:
{"formula": "C3H16NO3S", "method": "ωB97M-V with the def2-TZVPD basis set", "total_charge": 1, "e_tot_ha": -802.0844, "largest_force_ev_per_a": 2.933, "relative_energy_ev": 7.2520, "orbital_gap_ev": 4.75, "e_homo_ev": -14.4, "species": ["C", "C", "C", "S", "N", "H", "H", "H", "H", "H", "H", "H", "H", "H", "H", "H", "H", "O", "H", "H", "O", "H", "H", "O"], "xyz": [[-3.63513, 0.05037, -0.27702], [-2.12750, 0.25292, -0.00231], [-1.39276, -1.15185, 0.08114], [0.17680, -1.28033, 0.80455], [-1.60424, 1.19132, -0.96003], [-3.95611, 0.82054, -0.97412], [-4.21590, 0.32297, 0.60729], [-3.82424, -0.97757, -0.56327], [-2.09928, 0.75244, 0.97678], [-2.06094, -1.90806, 0.45429], [-1.16811, -1.27253, -0.99855], [4.02658, 0.15855, 5.70848], [3.53464, 0.41546, 5.21648], [-2.18966, 2.01801, -0.90520], [-0.65620, 1.51267, -0.72756], [3.04467, -0.00663, -1.39521], [4.52630, 0.66091, -1.15645], [3.57911, 0.71094, -1.04032], [2.01792, 1.49916, -0.31485], [0.83874, 0.58224, 0.12117], [1.04132, 1.44256, -0.27144], [1.87984, -2.34580, -2.10358], [1.85281, -1.67315, -0.74630], [2.41133, -1.77517, -1.53396]], "forces_ev_per_a": [[0.4, 0.5, 0.6], [-1.8, 2.1, -1.0], [1.4, -0.5, 0.4], [-1.1, -0.4, 0.0], [0.3, -0.2, 1.5], [0.0, -0.6, -0.7], [0.2, -0.6, 0.2], [-0.5, 0.2, -0.4], [0.8, -0.8, 0.4], [-0.3, 0.0, 0.3], [-0.1, 0.0, 0.1], [0.0, 0.0, 0.0], [0.0, 0.0, 0.0], [-0.4, 0.0, -0.8], [0.2, -0.1, -0.4], [1.0, -0.4, -0.5], [0.0, -0.6, -0.3], [-0.9, 1.1, 0.8], [-0.1, 0.0, -0.2], [0.6, 0.3, -0.2], [0.1, 0.1, 0.3], [0.3, 0.0, -0.3], [0.5, 0.0, -0.2], [-0.7, -0.2, 0.3]]}

Entry 2:
{"formula": "C8H9O2S2", "method": "ωB97M-V with the def2-TZVPD basis set", "total_charge": 1, "e_tot_ha": -1256.6270, "largest_force_ev_per_a": 3.054, "relative_energy_ev": 2.6901, "orbital_gap_ev": [6.28, 6.29], "e_homo_ev": [-13.5, -13.5], "species": ["C", "C", "C", "C", "C", "C", "C", "C", "O", "O", "S", "S", "H", "H", "H", "H", "H", "H", "H", "H", "H"], "xyz": [[-0.95890, 0.17707, -2.55432], [-0.79753, -0.96724, -3.34028], [0.02807, 0.26495, -1.57162], [0.95639, -0.84833, -1.58381], [0.49426, 1.22577, 0.71335], [0.62105, 1.46899, -0.78970], [1.24373, -0.08349, 1.13631], [0.23389, -1.29032, 1.42345], [3.09105, -1.67632, -0.11795], [1.90043, 1.63736, -1.18535], [0.54003, -1.97093, -2.78390], [2.13349, -0.66527, -0.38097], [-1.61279, 0.94674, -2.74803], [-1.52363, -1.35210, -4.10195], [0.85132, 2.03275, 1.34349], [-0.61923, 1.18033, 0.77490], [0.01319, 2.45063, -0.90700], [2.03920, 0.12699, 1.99614], [-0.05268, -1.48150, 2.47297], [0.77788, -2.16455, 1.03881], [-0.63936, -1.13534, 0.85555]], "forces_ev_per_a": [[2.2, -2.1, 0.1], [-0.1, -0.8, 1.0], [2.2, 0.0, -0.5], [-1.9, 1.3, 0.5], [-0.4, -1.1, 0.8], [-1.2, 1.6, -0.1], [-1.1, 0.7, 1.6], [2.3, -0.1, 0.3], [0.8, -0.5, -0.4], [0.7, -1.9, 0.6], [-1.0, 0.2, -0.9], [-1.3, 2.7, -0.4], [-1.6, 1.4, -0.4], [1.1, 0.4, 0.6], [0.0, 0.3, -0.3], [0.8, -0.5, 0.8], [0.9, -1.4, -0.4], [-1.4, -0.8, -2.2], [0.5, 0.5, -0.4], [-0.6, -0.3, 0.5], [-1.0, 0.1, -0.7]]}

Entry 3:
{"formula": "C28H38IrN5O9PS3", "method": "ωB97M-V with the def2-TZVPD basis set", "total_charge": 1, "e_tot_ha": -3680.7340, "largest_force_ev_per_a": 0.600, "spin_multiplicity": 5, "orbital_gap_ev": [7.47, 7.19], "e_homo_ev": [-10.2, -11.9], "species": ["Ir", "O", "C", "C", "C", "C", "C", "C", "N", "H", "H", "H", "H", "H", "H", "H", "O", "C", "N", "C", "O", "C", "C", "C", "C", "C", "C", "H", "H", "H", "H", "C", "C", "C", "O", "P", "S", "S", "O", "C", "C", "C", "H", "H", "H", "H", "H", "H", "H", "H", "H", "H", "H", "H", "H", "H", "C", "C", "S", "O", "O", "C", "C", "N", "C", "N", "C", "C", "N", "O", "O", "C", "H", "H", "H", "H", "H", "H", "H", "H", "H", "H", "H", "H", "H"], "xyz": [[-0.12866, 0.48981, 0.46800], [-0.15534, 1.39115, -1.83983], [-0.27523, 0.38943, -2.83895], [0.55951, -0.78079, -2.39669], [1.02940, -1.70751, -3.31119], [1.80606, -2.76071, -2.86312], [2.11188, -2.84839, -1.51351], [1.61578, -1.88665, -0.65778], [0.83653, -0.88281, -1.09373], [-0.84106, 2.06630, -1.91424], [0.09331, 0.75912, -3.79557], [-1.31492, 0.07501, -2.95697], [0.79761, -1.58883, -4.36244], [2.18546, -3.49440, -3.56235], [2.73477, -3.64155, -1.12455], [1.82515, -1.89850, 0.40380], [-3.00337, -0.23759, 2.41481], [-1.94551, -0.61088, 2.85897], [-0.71527, -0.54796, 2.18791], [0.27480, -1.14610, 2.96281], [1.42737, -1.27419, 2.60127], [-0.34677, -1.58445, 4.24620], [0.20187, -2.19841, 5.35357], [-0.66153, -2.49624, 6.40495], [-2.01959, -2.19048, 6.33220], [-2.56032, -1.57281, 5.20736], [-1.69364, -1.27531, 4.17734], [1.25752, -2.43287, 5.40035], [-0.27436, -2.97405, 7.29597], [-2.66156, -2.43804, 7.16769], [-3.61357, -1.32887, 5.14082], [-1.62620, 5.05416, 3.42106], [-0.91612, 3.86635, 4.03515], [-1.83047, 2.70990, 4.37876], [0.17632, 3.36539, 3.17824], [0.26262, 3.26678, 1.62090], [-1.43861, 2.62822, 0.74440], [1.67599, 1.85037, 1.25930], [0.58937, 4.67647, 1.02849], [1.82359, 5.48172, 1.14699], [2.47051, 5.33944, 2.50857], [2.74158, 5.13621, -0.00330], [-2.34823, 5.43875, 4.14240], [-2.17366, 4.77170, 2.52040], [-0.92922, 5.85606, 3.17715], [-0.37489, 4.18282, 4.92414], [-2.42771, 2.39940, 3.51948], [-2.50646, 3.01481, 5.17966], [-1.24642, 1.85771, 4.73184], [1.44300, 6.49287, 1.02379], [2.85578, 4.32914, 2.66662], [1.77439, 5.58149, 3.31122], [3.31163, 6.03169, 2.56599], [3.12878, 4.12186, 0.09579], [3.58544, 5.82770, -0.00781], [2.21732, 5.22628, -0.95449], [-4.34030, -6.25923, 0.44760], [-5.04490, -6.37849, -0.89810], [-6.18879, -5.06174, -1.27213], [-6.98814, -4.80058, -0.10302], [-6.79401, -5.38377, -2.53356], [-5.18705, -3.60149, -1.54032], [-4.92631, -2.83798, -0.24483], [-4.05276, -1.67949, -0.47486], [-2.71508, -1.66168, -0.30091], [-2.21907, -0.45258, -0.53631], [-3.27334, 0.34616, -0.86649], [-4.40308, -0.39613, -0.83821], [-5.72795, 0.03879, -1.17678], [-5.86703, 1.22527, -1.37633], [-6.58824, -0.81198, -1.31634], [-1.92172, -2.84801, 0.12290], [-3.90511, -7.21965, 0.72259], [-5.04538, -5.96993, 1.22645], [-3.52671, -5.53212, 0.41820], [-5.69315, -7.25642, -0.94460], [-4.35860, -6.43786, -1.74429], [-5.78891, -2.99866, -2.22247], [-4.27178, -3.90251, -2.05444], [-4.44952, -3.46109, 0.50618], [-5.86424, -2.49029, 0.16801], [-3.19152, 1.39728, -1.08626], [-2.33000, -3.29424, 1.03078], [-0.90245, -2.53844, 0.33075], [-1.90152, -3.61511, -0.65583]], "forces_ev_per_a": [[-0.5, 0.1, 0.2], [0.0, 0.0, 0.0], [0.0, 0.0, 0.1], [0.0, 0.0, 0.1], [0.0, 0.0, -0.1], [0.0, 0.0, -0.1], [0.0, 0.0, 0.0], [-0.1, 0.1, -0.1], [0.2, 0.0, 0.0], [0.0, 0.0, -0.1], [0.0, 0.0, 0.0], [0.0, 0.0, 0.0], [0.0, 0.0, 0.0], [0.0, 0.0, 0.0], [0.0, 0.0, 0.0], [0.0, 0.0, 0.1], [0.0, 0.1, 0.0], [-0.1, -0.2, -0.1], [0.1, 0.0, 0.0], [0.3, 0.0, 0.0], [-0.2, -0.1, 0.0], [0.1, 0.0, -0.1], [0.0, 0.0, 0.0], [0.0, 0.0, 0.0], [0.0, 0.0, 0.0], [-0.1, 0.0, 0.0], [0.0, 0.1, -0.1], [0.0, 0.0, 0.0], [0.0, 0.0, 0.0], [0.0, 0.0, 0.0], [0.0, 0.0, 0.0], [0.0, 0.0, 0.0], [0.0, 0.0, 0.0], [0.0, 0.0, 0.0], [-0.1, 0.0, 0.1], [0.1, 0.0, -0.1], [0.1, -0.1, 0.1], [0.1, 0.0, -0.1], [0.0, 0.0, 0.0], [0.0, 0.0, 0.1], [0.0, 0.0, 0.0], [0.0, 0.0, 0.0], [0.0, 0.0, 0.0], [0.0, 0.0, 0.0], [0.0, 0.0, 0.0], [0.0, 0.0, 0.0], [0.0, 0.0, 0.0], [0.0, 0.0, 0.0], [0.0, 0.0, 0.0], [0.0, 0.1, 0.0], [0.0, 0.0, 0.0], [0.0, 0.0, 0.0], [0.0, 0.0, 0.0], [0.0, 0.0, 0.0], [0.0, 0.0, 0.0], [0.0, 0.0, 0.0], [0.0, 0.0, -0.1], [0.0, 0.0, 0.0], [0.0, 0.0, 0.0], [0.0, 0.0, 0.0], [0.0, 0.0, 0.1], [0.0, 0.1, 0.0], [0.0, 0.0, -0.1], [-0.1, -0.1, 0.0], [0.0, 0.0, 0.1], [0.1, 0.0, 0.0], [0.2, 0.1, 0.1], [-0.1, -0.1, 0.1], [0.0, -0.1, -0.5], [0.0, 0.0, 0.2], [0.0, 0.0, 0.2], [0.0, 0.0, -0.1], [0.0, 0.0, 0.0], [0.0, 0.0, 0.0], [0.0, 0.0, 0.0], [0.0, 0.0, 0.0], [0.0, 0.0, 0.0], [0.0, 0.0, 0.0], [0.0, 0.0, 0.0], [0.1, 0.0, 0.0], [-0.1, 0.0, 0.0], [0.0, 0.0, 0.0], [0.0, 0.0, 0.0], [0.0, 0.0, 0.0], [0.0, 0.0, 0.0]]}